[1]
Here is one molecule with the formula C4H8O2 from OMol25. Energies are from wB97M-V/def2-TZVPD.

The geometry in XYZ format:
```
14
Properties=species:S:1:pos:R:3:forces:R:3:lowdin_charge:R:1
C -0.63037 1.48426 0.58876 0.0 0.0 0.0 -0.03
C 0.51352 0.59128 0.16128 -0.1 0.3 -0.1 -0.32
O 0.82667 -0.42039 1.14256 0.0 0.1 0.2 -0.09
C 0.70709 -1.47373 0.18120 0.0 -0.3 -0.3 -0.12
C 0.24598 -0.49443 -0.91146 0.2 0.0 0.0 -0.29
O -1.08355 -0.67407 -1.32333 -0.2 0.1 0.1 -0.02
H -1.51451 0.89666 0.85771 0.1 0.1 0.0 0.08
H -0.34192 2.06407 1.47181 0.0 -0.1 -0.1 0.09
H -0.89692 2.17756 -0.21525 0.0 -0.1 0.1 0.09
H 1.39773 1.20321 -0.06800 -0.1 -0.2 0.1 0.14
H -0.08830 -2.19478 0.41322 0.1 0.1 0.2 0.12
H 1.64775 -2.02298 0.04910 -0.1 0.2 -0.1 0.12
H 0.84206 -0.41728 -1.82358 0.0 -0.1 0.2 0.15
H -1.62522 -0.71940 -0.52401 0.0 0.0 -0.2 0.09
```
Positions in Å, forces in eV/Å.

The calculation puts the molar mass at 88.1 g/mol. Its energy above the lowest of the compared OMol25 structures with the same formula, charge and spin is 1.875 eV. Its orbital gap is 10.9 eV. The HOMO energy comes out at -9.91 eV. The spin multiplicity is 1. The total charge is 0.

[2]
Here is a 2-piece molecular cluster, C4H8O2 overall from OMol25. Energies are from wB97M-V/def2-TZVPD.

The geometry in XYZ format:
```
14
Properties=species:S:1:pos:R:3:forces:R:3:lowdin_charge:R:1
C -0.95858 -0.60501 1.54839 0.1 0.0 0.2 0.01
C -0.15284 0.25480 0.94841 -0.5 0.0 0.3 -0.16
O 1.67768 -0.55762 -0.06153 0.5 -0.6 -0.5 0.00
C 1.56163 0.54029 -0.95872 0.2 0.3 -0.3 -0.06
C 0.36846 -0.07231 -0.39429 0.5 -0.5 0.6 -0.58
O -0.44396 -0.86033 -1.18422 0.3 -0.3 0.2 0.03
H -1.32257 -1.46864 0.99720 0.0 0.2 0.2 0.08
H -1.27436 -0.46334 2.57069 0.0 0.0 0.1 0.06
H -2.00400 0.88693 -0.03042 -0.3 0.4 -0.4 0.07
H 0.27433 1.13417 1.42019 -0.1 -0.1 0.1 0.12
H 1.84003 0.22223 -1.95818 -0.2 0.4 -0.2 0.12
H 1.93078 1.51225 -0.64322 0.1 -0.1 0.1 0.12
H -1.74965 1.19847 -0.65309 -0.5 0.3 -0.2 0.08
H 0.13968 -1.49911 -1.61233 -0.1 0.0 -0.1 0.12
```
Positions in Å, forces in eV/Å.

The calculation puts the molar mass at 88.1 g/mol. Its energy above the lowest of the compared OMol25 structures with the same formula, charge and spin is 4.128 eV. Its orbital gap is 10.4 eV. The HOMO energy comes out at -9.45 eV. The spin multiplicity is 1. The total charge is 0.